(1)
Below is a cluster of 3 separate species, C5H12O3 in total in a non-equilibrium geometry, with properties calculated with ωB97M-V/def2-TZVPD.

Each line ends with the Mulliken charge.
Cartesian coordinates (Å):
C1 2.671 -1.497 -0.693  -1.09
C2 1.227 -1.412 -1.051  -0.10
C3 0.388 -0.714 -0.278  0.37
O1 0.886 -0.142 0.861  -0.53
C4 -1.089 -0.821 -0.413  -0.52
C5 -1.799 -1.519 0.451  -0.54
H1 2.844 -2.138 0.180  0.25
H2 3.297 -1.910 -1.485  0.34
H3 3.064 -0.516 -0.419  0.29
H4 0.873 -2.039 -1.855  0.37
H5 0.177 0.277 1.343  0.36
H6 -1.612 -0.433 -1.278  0.31
H7 -1.331 -1.881 1.369  0.21
H8 -2.795 -1.942 0.405  0.29
H9 1.095 3.371 -2.243  0.32
H10 0.712 3.656 -0.775  0.32
O2 0.672 4.033 -1.661  -0.64
H11 -3.748 1.601 2.184  0.31
H12 -2.700 2.135 3.137  0.31
O3 -2.834 1.892 2.219  -0.62

Summary:
**HOMO**: -8.3 eV
**Frontier orbital gap**: 8.84 eV
**DFT total energy**: -11520.33117 eV
**Energy relative to the best compared isomer or geometry (same formula, charge and spin)**: 2.435 eV
**Strongest force on any atom**: 1.91 eV Å⁻¹

---

(2)
Below is a cluster of 2 separate species, C5H12O3 in total in a non-equilibrium geometry, with properties calculated with ωB97M-V/def2-TZVPD.

Each line ends with the Mulliken charge.
Cartesian coordinates (Å):
C1 1.062 -0.480 -0.037  -0.54
O1 1.373 -1.669 0.664  -0.56
C2 -0.365 -0.465 -0.672  -0.45
C3 -1.327 0.275 0.259  -0.62
C4 -0.919 1.777 0.357  -0.53
C5 -0.800 2.027 1.849  -0.06
O2 0.249 2.044 2.433  -0.48
H1 1.811 -0.460 -0.859  0.24
H2 1.250 0.365 0.599  0.37
H3 1.462 -2.420 0.060  0.31
H4 -0.578 -1.570 -0.725  0.30
H5 -0.344 -0.108 -1.694  0.33
H6 -1.399 -0.172 1.269  0.36
H7 -2.283 0.151 -0.261  0.32
H8 -1.787 2.351 0.002  0.30
H9 0.059 1.993 -0.086  0.36
H10 -1.783 1.959 2.371  0.36
H11 0.728 -1.743 -4.163  0.32
H12 1.041 -2.872 -3.103  0.31
O3 0.353 -2.389 -3.561  -0.63

Summary:
**HOMO**: -9.7 eV
**Frontier orbital gap**: 10.20 eV
**DFT total energy**: -11520.79986 eV
**Energy relative to the best compared isomer or geometry (same formula, charge and spin)**: 1.966 eV
**Strongest force on any atom**: 2.87 eV Å⁻¹

---

(3)
Below is a cluster of 3 separate species, C5H12O3 in total in a non-equilibrium geometry, with properties calculated with ωB97M-V/def2-TZVPD.

Each line ends with the Mulliken charge.
Cartesian coordinates (Å):
C1 -1.911 -0.705 1.801  -1.15
C2 -1.208 -0.242 0.747  0.22
C3 0.079 -0.741 0.397  -0.53
C4 1.086 -0.137 -0.335  0.76
O1 0.844 1.052 -0.932  -0.44
C5 2.415 -0.773 -0.622  -1.58
H1 -2.889 -0.265 2.062  0.24
H2 -1.639 -1.500 2.421  0.31
H3 -1.583 0.470 0.121  0.66
H4 0.561 -1.633 0.927  0.13
H5 1.495 1.346 -1.531  0.28
H6 2.757 -1.588 -0.001  0.40
H7 3.292 -0.126 -0.572  0.40
H8 2.417 -1.381 -1.599  0.32
H9 0.196 2.517 0.836  0.33
H10 -0.971 3.067 1.645  0.31
O2 -0.101 3.262 1.300  -0.67
H11 -1.079 -0.676 -1.684  0.37
H12 -2.326 -0.786 -2.518  0.30
O3 -1.435 -1.162 -2.462  -0.68

Summary:
**HOMO**: -8.3 eV
**Frontier orbital gap**: 8.90 eV
**DFT total energy**: -11520.30948 eV
**Energy relative to the best compared isomer or geometry (same formula, charge and spin)**: 2.456 eV
**Strongest force on any atom**: 4.57 eV Å⁻¹